C4H11N3O2 | the ωB97M-V functional and the def2-TZVPD basis

Each atom is followed by the atoms it is bonded to, with distances in Å.
Cartesian coordinates (Å):
1 H -1.025 -0.992 -1.459  N2 1.009
2 N -0.504 -0.809 -0.615  H1 1.009, C3 1.303
3 C -1.140 -0.783 0.522  N2 1.303, N4 1.411, N5 1.351
4 N -0.572 -0.214 1.682  C3 1.411, H7 1.019, H8 1.040
5 N -2.305 -1.405 0.807  C3 1.351, C6 1.470, H9 1.019
6 C -2.796 -2.484 -0.063  N5 1.470, H10 1.091, H11 1.108, H12 1.072
7 H -0.123 -0.927 2.256  N4 1.019
8 H 0.229 0.402 1.436  N4 1.040
9 H -2.492 -1.737 1.752  N5 1.019
10 H -2.283 -2.523 -1.024  C6 1.091
11 H -3.802 -2.174 -0.407  C6 1.108
12 H -2.933 -3.421 0.439  C6 1.072
13 C 2.185 0.136 -0.511  C14 1.476, H17 1.094, H18 1.072, H19 1.099
14 C 1.813 1.542 -0.762  C13 1.476, O15 1.194, O16 1.406
15 O 1.943 2.249 -1.715  C14 1.194
16 O 1.475 2.174 0.447  C14 1.406, H20 0.963
17 H 1.531 -0.432 0.157  C13 1.094
18 H 3.184 0.124 -0.121  C13 1.072
19 H 2.200 -0.380 -1.482  C13 1.099
20 H 1.524 3.135 0.401  O16 0.963

Summary:
* SMILES: [H]/N=C(/N)NC.CC(=O)O
* largest force on an atom: 3.22 eV Å⁻¹
* gap between HOMO and LUMO: 9.79 eV
* net charge: 0
* energy above the lowest of the compared OMol25 structures with the same formula, charge and spin: 32.8 kcal per mole
* E_LUMO: 0.723 eV

Results of the Mulliken charge analysis, in e, for atoms 1 through 5:
1. H 0.121
2. N -0.568
3. C 0.628
4. N -0.640
5. N -0.237

C4H11N3O2 | the ωB97M-V functional and the def2-TZVPD basis

Each atom is followed by the atoms it is bonded to, with distances in Å.
Cartesian coordinates (Å):
1 H -0.370 0.421 0.653  N2 0.991
2 N -0.442 -0.216 -0.102  H1 0.991, C3 1.310
3 C -1.280 -0.208 -1.108  N2 1.310, N4 1.378, N5 1.361
4 N -1.196 -1.245 -2.012  C3 1.378, H7 1.004, H8 1.010
5 N -2.260 0.735 -1.177  C3 1.361, C6 1.470, H9 1.012
6 C -1.838 2.036 -0.640  N5 1.470, H10 1.149, H11 1.129, H12 1.071
7 H -1.802 -1.386 -2.801  N4 1.004
8 H -0.846 -2.053 -1.519  N4 1.010
9 H -2.954 0.920 -1.891  N5 1.012
10 H -2.829 2.597 -0.791  C6 1.149
11 H -0.973 2.580 -1.119  C6 1.129
12 H -1.757 1.982 0.427  C6 1.071
13 C 2.412 -0.152 2.192  C14 1.519, H17 1.098, H18 1.145, H19 1.060
14 C 2.548 -1.442 1.402  C13 1.519, O15 1.198, O16 1.364
15 O 3.465 -2.205 1.501  C14 1.198
16 O 1.846 -1.565 0.240  C14 1.364, H20 0.937
17 H 1.400 0.216 1.978  C13 1.098
18 H 3.181 0.596 1.791  C13 1.145
19 H 2.582 -0.389 3.211  C13 1.060
20 H 1.113 -1.224 -0.235  O16 0.937

Summary:
* SMILES: [H]/N=C(/N)NC.CC(=O)O
* largest force on an atom: 3.65 eV Å⁻¹
* gap between HOMO and LUMO: 9.82 eV
* net charge: 0
* energy above the lowest of the compared OMol25 structures with the same formula, charge and spin: 49.7 kcal per mole
* E_LUMO: 0.487 eV

Results of the Mulliken charge analysis, in e, for atoms 1 through 5:
1. H 0.085
2. N -0.595
3. C 0.488
4. N -0.386
5. N -0.208

C4H11N3O2 | the ωB97M-V functional and the def2-TZVPD basis

Each atom is followed by the atoms it is bonded to, with distances in Å.
Cartesian coordinates (Å):
1 H -2.168 -2.434 -0.560  N2 1.007
2 N -1.356 -1.853 -0.434  H1 1.007, C3 1.275
3 C -1.069 -1.390 0.719  N2 1.275, N4 1.398, N5 1.358
4 N -1.617 -1.886 1.906  C3 1.398, H7 0.991, H8 1.005
5 N -0.085 -0.458 0.794  C3 1.358, C6 1.447, H9 1.003
6 C 0.792 -0.167 1.908  N5 1.447, H10 1.087, H11 1.088, H12 1.076
7 H -1.239 -1.500 2.737  N4 0.991
8 H -2.619 -1.960 1.936  N4 1.005
9 H 0.165 -0.057 -0.090  N5 1.003
10 H 0.349 -0.509 2.839  C6 1.087
11 H 1.029 0.889 2.022  C6 1.088
12 H 1.706 -0.722 1.789  C6 1.076
13 C 1.435 2.165 -1.749  C14 1.520, H17 1.087, H18 1.088, H19 1.081
14 C 0.176 1.373 -2.063  C13 1.520, O15 1.197, O16 1.341
15 O -0.867 1.912 -2.297  C14 1.197
16 O 0.451 0.063 -2.159  C14 1.341, H20 0.969
17 H 1.052 3.149 -1.492  C13 1.087
18 H 2.014 2.312 -2.658  C13 1.088
19 H 2.095 1.684 -1.041  C13 1.081
20 H -0.243 -0.611 -2.107  O16 0.969

Summary:
* SMILES: [H]/N=C(\N)NC.CC(=O)O
* largest force on an atom: 1.66 eV Å⁻¹
* gap between HOMO and LUMO: 9.55 eV
* net charge: 0
* energy above the lowest of the compared OMol25 structures with the same formula, charge and spin: 20.3 kcal per mole
* E_LUMO: 0.719 eV

Results of the Mulliken charge analysis, in e, for atoms 1 through 5:
1. H 0.169
2. N -0.635
3. C 0.565
4. N -0.455
5. N -0.026

C4H11N3O2 | the ωB97M-V functional and the def2-TZVPD basis

Each atom is followed by the atoms it is bonded to, with distances in Å.
Cartesian coordinates (Å):
1 C 0.828 1.489 2.438  N2 1.443, H6 1.102, H7 1.113, H8 1.105
2 N 0.014 1.204 1.281  C1 1.443, C3 1.286
3 C -0.843 0.247 1.334  N2 1.286, N4 1.401, N5 1.380
4 N -1.265 -0.276 0.105  C3 1.401, H9 1.006, H10 1.004
5 N -1.183 -0.538 2.417  C3 1.380, H11 1.008, H12 1.005
6 H 1.879 1.562 2.115  C1 1.102
7 H 0.742 0.906 3.382  C1 1.113
8 H 0.568 2.500 2.799  C1 1.105
9 H -1.162 -1.276 0.101  N4 1.006
10 H -0.863 0.160 -0.706  N4 1.004
11 H -2.119 -0.910 2.459  N5 1.008
12 H -0.775 -0.212 3.275  N5 1.005
13 C 0.058 -0.128 -3.294  C14 1.532, H17 1.074, H18 1.096, H19 1.109
14 C 1.062 -0.728 -2.304  C13 1.532, O15 1.194, O16 1.348
15 O 2.185 -0.345 -2.171  C14 1.194
16 O 0.440 -1.718 -1.633  C14 1.348, H20 0.973
17 H 0.419 -0.093 -4.305  C13 1.074
18 H -0.163 0.926 -3.090  C13 1.096
19 H -0.913 -0.651 -3.173  C13 1.109
20 H 1.090 -2.120 -1.030  O16 0.973

Summary:
* SMILES: CN=C(N)N.CC(=O)O
* largest force on an atom: 2.37 eV Å⁻¹
* gap between HOMO and LUMO: 8.94 eV
* net charge: 0
* energy above the lowest of the compared OMol25 structures with the same formula, charge and spin: 26.3 kcal per mole
* E_LUMO: 0.624 eV

Results of the Mulliken charge analysis, in e, for atoms 1 through 5:
1. C -0.800
2. N -0.466
3. C 0.633
4. N -0.577
5. N -0.440

C4H11N3O2 | the ωB97M-V functional and the def2-TZVPD basis

Each atom is followed by the atoms it is bonded to, with distances in Å.
Cartesian coordinates (Å):
1 C -1.481 -0.222 -2.238  N2 1.453, H6 1.149, H7 1.231, H8 1.143
2 N -1.311 0.058 -0.823  C1 1.453, C3 1.305
3 C -1.918 -0.665 0.078  N2 1.305, N4 1.365, N5 1.452
4 N -3.105 -1.336 0.129  C3 1.365, H9 0.937, H10 1.038
5 N -1.098 -0.967 1.238  C3 1.452, H11 1.159, H12 1.082
6 H -1.159 0.638 -2.928  C1 1.149
7 H -2.675 -0.509 -2.324  C1 1.231
8 H -0.869 -1.171 -2.418  C1 1.143
9 H -3.404 -1.963 0.758  N4 0.937
10 H -3.653 -1.205 -0.743  N4 1.038
11 H 0.040 -0.910 1.029  N5 1.159
12 H -1.193 -0.521 2.218  N5 1.082
13 C 3.546 0.759 0.433  C14 1.404, H17 1.071, H18 1.134, H19 1.099
14 C 2.148 0.847 0.531  C13 1.404, O15 1.274, O16 1.336
15 O 1.470 0.956 1.604  C14 1.274
16 O 1.649 0.800 -0.707  C14 1.336, H20 1.005
17 H 4.036 1.371 -0.297  C13 1.071
18 H 4.046 -0.240 0.238  C13 1.134
19 H 4.049 0.909 1.399  C13 1.099
20 H 0.656 0.948 -0.737  O16 1.005

Summary:
* SMILES: CN=C(N)N.CC(=O)O
* largest force on an atom: 6.78 eV Å⁻¹
* gap between HOMO and LUMO: 9.52 eV
* net charge: 0
* energy above the lowest of the compared OMol25 structures with the same formula, charge and spin: 63.4 kcal per mole
* E_LUMO: 0.844 eV

Results of the Mulliken charge analysis, in e, for atoms 1 through 5:
1. C -0.795
2. N -0.379
3. C 0.495
4. N -0.361
5. N -0.530

C4H11N3O2 | the ωB97M-V functional and the def2-TZVPD basis

Each atom is followed by the atoms it is bonded to, with distances in Å.
Cartesian coordinates (Å):
1 H 0.180 1.096 -4.049  N2 0.914
2 N 0.589 0.886 -3.259  H1 0.914, C3 1.278
3 C 0.239 1.327 -2.112  N2 1.278, N4 1.446, N5 1.459
4 N -0.806 2.309 -1.923  C3 1.446, H7 0.934, H8 0.990
5 N 0.645 0.617 -0.903  C3 1.459, C6 1.504, H9 1.024
6 C 1.897 1.256 -0.368  N5 1.504, H10 1.088, H11 1.007, H12 1.112
7 H -1.043 2.330 -1.019  N4 0.934
8 H -0.871 3.163 -2.419  N4 0.990
9 H 0.600 -0.392 -1.072  N5 1.024
10 H 1.678 1.523 0.664  C6 1.088
11 H 2.247 2.121 -0.746  C6 1.007
12 H 2.597 0.436 -0.097  C6 1.112
13 C -1.112 -2.074 3.346  C14 1.613, H17 1.055, H18 1.119, H19 1.188
14 C -0.565 -1.696 1.876  C13 1.613, O15 1.197, O16 1.319
15 O -1.202 -2.162 0.976  C14 1.197
16 O 0.293 -0.694 1.866  C14 1.319, H20 1.076
17 H -1.638 -1.309 3.846  C13 1.055
18 H -0.376 -2.475 4.087  C13 1.119
19 H -1.759 -3.058 3.192  C13 1.188
20 H -0.088 -0.147 1.021  O16 1.076

Summary:
* SMILES: [H]/N=C(\N)NC.CC(=O)O
* largest force on an atom: 7.62 eV Å⁻¹
* gap between HOMO and LUMO: 10.17 eV
* net charge: 0
* energy above the lowest of the compared OMol25 structures with the same formula, charge and spin: 74.4 kcal per mole
* E_LUMO: 0.634 eV

Results of the Mulliken charge analysis, in e, for atoms 1 through 5:
1. H 0.222
2. N -0.632
3. C 0.262
4. N -0.422
5. N -0.263

net charge of number 2 (C4H11N3O2)? 0